(1)
Here is a molecular structure, C5H9ClS2 from the Open Molecules 2025 dataset. Energies are from ωB97M-V/def2-TZVPD.

Each line ends with the Mulliken charge.
Element x y z (Å)
C 1.48 1.84 0.82  -0.72
C 0.17 0.32 -0.93  -0.88
C -2.22 -0.78 -0.76  -0.73
C 0.69 -0.73 0.01  0.35
C 0.16 -1.06 1.17  -0.51
H 2.45 0.93 0.90  0.23
H 0.47 1.62 1.83  0.21
H 2.05 2.75 0.76  0.39
H 0.27 -0.19 -1.83  0.66
H -1.96 -1.32 0.15  0.28
H -3.43 -0.84 -0.92  0.29
H -1.67 -1.61 -1.70  0.20
H -0.90 -0.51 1.26  0.21
H 0.95 -1.72 1.84  0.24
S 1.16 1.84 -1.10  -0.03
S -1.60 0.86 -0.52  -0.03
Cl 1.93 -1.40 -0.99  -0.16

For the energy, the calculation gives -39517.770 eV. Its total charge is 0. As for the spin multiplicity: 1. Its orbital gap is 9.17 eV.

---

(2)
Here is C5H9ClSe2 in the gas phase from the Open Molecules 2025 dataset. Energies are from ωB97M-V/def2-TZVPD.

Each line ends with the Mulliken charge.
Element x y z (Å)
Cl 1.18 3.38 -0.80  -0.21
C 0.22 2.18 -1.79  -0.48
C -0.16 0.73 -0.91  -0.40
C 0.80 -0.53 -1.18  -0.86
Se 0.35 -2.29 -0.31  0.05
C 0.14 -1.60 1.51  -0.66
C -0.89 -0.40 1.65  -0.83
Se -0.05 1.33 1.06  0.13
H -0.74 2.63 -1.93  0.34
H 0.83 2.07 -2.69  0.33
H -1.29 0.63 -1.02  0.41
H 0.57 -0.64 -2.27  0.38
H 1.86 -0.14 -1.21  0.34
H 1.12 -1.08 1.63  0.35
H -0.11 -2.41 2.19  0.40
H -1.83 -0.35 1.20  0.40
H -1.05 -0.30 2.76  0.31

For the energy, the calculation gives -148543.959 eV. Its total charge is 0. As for the spin multiplicity: 1. The SMILES is ClC[C@H]1C[Se]CC[Se]1. Its orbital gap is 8.96 eV.

---

(3)
Here is C5H9ClSi in the gas phase from the Open Molecules 2025 dataset. Energies are from ωB97M-V/def2-TZVPD.

Each line ends with the Mulliken charge.
Element x y z (Å)
C 0.21 0.33 -1.85  -0.25
C -0.69 0.96 -1.17  -0.50
C 1.08 -0.79 -1.16  -0.40
C 0.44 -1.82 -0.32  -0.83
C -1.22 1.13 2.20  -0.94
Si -1.41 0.36 0.51  0.41
Cl -3.35 0.01 0.05  -0.26
H 0.49 0.59 -2.90  0.34
H -1.28 1.58 -1.80  0.43
H 1.60 -1.23 -1.98  0.35
H 1.86 -0.13 -0.67  0.24
H -0.22 -2.60 -0.81  0.24
H 0.93 -2.14 0.64  0.26
H -1.18 2.21 2.05  0.34
H -1.99 0.89 2.90  0.31
H -0.26 0.66 2.53  0.27

For the energy, the calculation gives -25728.811 eV. Its total charge is 0. As for the spin multiplicity: 1. Its orbital gap (spin up / spin down) is 7.64 / 7.46 eV.

---

(4)
Here is a molecular structure, C5H9CoMgO4 from the Open Molecules 2025 dataset. Energies are from ωB97M-V/def2-TZVPD.

Each line ends with the Mulliken charge.
Element x y z (Å)
O -0.02 -1.71 -0.32  -0.81
C -1.33 -1.66 0.15  -0.52
C -1.65 -0.24 0.57  -0.44
O -1.34 0.57 -0.56  -0.03
C -2.41 1.32 -1.10  -0.80
Mg 0.61 0.59 -1.36  0.50
H -1.59 -2.33 0.99  0.33
H -2.00 -1.95 -0.68  0.28
H -1.08 0.14 1.43  0.27
H -2.70 -0.16 0.89  0.43
H -2.03 2.25 -1.54  0.23
H -2.91 0.72 -1.88  0.31
H -3.14 1.55 -0.31  0.31
O 3.48 -1.33 1.34  -0.38
C 4.10 -0.23 1.13  -0.01
C 3.28 0.77 0.33  -0.16
O 1.96 0.40 0.05  -0.58
Co 1.59 -1.40 0.54  0.43
H 3.88 0.99 -0.59  0.32
H 3.29 1.71 0.91  0.33

For the energy, the calculation gives -56588.220 eV. Its total charge is 0. As for the spin multiplicity: 5. Its orbital gap (spin up / spin down) is 6.15 / 4.93 eV.

---

(5)
Here is C5H9F in the gas phase from the Open Molecules 2025 dataset. Energies are from ωB97M-V/def2-TZVPD.

Each line ends with the Mulliken charge.
Element x y z (Å)
C -0.75 1.58 0.48  -0.85
C -0.55 0.44 -0.11  0.57
C -1.61 -0.57 -0.42  -1.35
C 0.88 0.08 -0.49  0.27
C 1.53 -0.91 0.49  -1.08
F 1.67 1.25 -0.59  -0.34
H -1.71 1.95 0.83  0.30
H 0.09 2.31 0.61  0.24
H -2.60 -0.16 -0.41  0.40
H -1.53 -1.36 0.30  0.30
H -1.50 -0.94 -1.42  0.35
H 0.86 -0.26 -1.51  0.26
H 1.47 -0.52 1.55  0.28
H 2.61 -0.92 0.20  0.32
H 1.13 -1.98 0.48  0.32

For the energy, the calculation gives -8047.636 eV. Its total charge is 0. As for the spin multiplicity: 1. The SMILES is C=C(C)[C@H](C)F. Its orbital gap is 10.74 eV.

---

(6)
Here is 2 unconnected molecules or ions with the total composition C5H9F2N2 from the Open Molecules 2025 dataset. Energies are from ωB97M-V/def2-TZVPD.

Each line ends with the Mulliken charge.
Element x y z (Å)
C 0.33 0.74 -0.58  -0.44
C 3.34 0.12 0.24  0.03
C 2.63 -0.93 0.53  -0.21
C 1.46 -1.39 -0.40  -0.44
C 0.25 -0.50 -0.23  0.62
N -2.81 0.41 0.74  -0.90
N -1.00 1.44 -0.78  -0.13
F 3.82 1.32 0.09  -0.20
F -0.92 -1.29 -0.09  -0.24
H 2.82 -1.68 1.32  0.30
H -3.58 1.06 0.91  0.26
H 1.67 -1.38 -1.49  0.34
H 1.32 -2.42 0.11  0.25
H -1.77 1.03 -0.22  0.38
H -2.23 0.30 1.58  0.32
H -3.27 -0.52 0.78  0.28
H -0.84 2.44 -0.75  0.38
H -1.20 1.23 -1.75  0.41

For the energy, the calculation gives -13731.186 eV. Its total charge is +1. As for the spin multiplicity: 3. Its orbital gap (spin up / spin down) is 7.52 / 6.36 eV.

---

(7)
Here is 2 unconnected molecules or ions with the total composition C5H9F3NS from the Open Molecules 2025 dataset. Energies are from ωB97M-V/def2-TZVPD.

Each line ends with the Mulliken charge.
Element x y z (Å)
C 0.16 0.06 -0.46  0.07
C 0.82 -2.04 0.40  -0.89
C 2.51 -0.24 0.07  -0.83
C -3.35 0.57 0.25  -0.67
C 0.31 1.61 -0.63  0.85
N 1.12 -0.70 -0.14  0.09
F 1.26 1.76 -1.52  -0.22
F -0.88 2.11 -1.04  -0.21
F 0.59 2.24 0.49  -0.21
S -2.98 -0.40 -1.22  0.08
H 0.95 -1.87 1.51  0.39
H 1.47 -2.75 -0.13  0.35
H -0.23 -2.11 0.27  0.31
H 3.10 -1.15 0.36  0.37
H 2.49 0.47 0.95  0.36
H 2.96 0.31 -0.91  0.28
H -2.94 -0.02 1.04  0.28
H -4.50 0.65 0.38  0.31
H -2.83 1.50 0.35  0.30

For the energy, the calculation gives -25796.926 eV. Its total charge is +1. As for the spin multiplicity: 1. Its orbital gap (spin up / spin down) is 6.16 / 7.19 eV.

---

(8)
Here is 2 unconnected molecules or ions with the total composition C5H9F3O5PS from the Open Molecules 2025 dataset. Energies are from ωB97M-V/def2-TZVPD.

Each line ends with the Mulliken charge.
Element x y z (Å)
C 2.81 -1.54 -0.71  -1.29
C 1.39 -1.70 -0.13  -0.45
P 0.33 -0.24 -0.29  0.13
C 1.07 1.10 -1.23  -0.53
C 0.49 1.05 -2.63  -0.12
O 0.93 0.30 -3.46  -0.43
C -0.25 0.33 1.37  0.76
F 0.74 0.81 2.15  -0.25
F -0.84 -0.68 1.95  -0.14
F -1.08 1.26 1.03  -0.08
H 3.41 -2.36 -0.32  0.37
H 3.27 -0.61 -0.39  0.36
H 2.76 -1.59 -1.79  0.35
H 1.45 -1.93 0.93  0.42
H 0.91 -2.53 -0.65  0.45
H -0.83 -0.63 -0.97  0.20
H 2.15 0.99 -1.34  0.38
H 0.86 2.08 -0.78  0.38
H -0.38 1.69 -2.87  0.43
O -3.30 0.24 3.28  -0.77
S -3.86 0.84 2.04  1.18
O -3.33 0.05 0.85  -0.79
O -3.36 2.25 1.91  -0.79
O -5.33 0.81 2.05  -0.75

For the energy, the calculation gives -43841.846 eV. Its total charge is -1. As for the spin multiplicity: 1. Its orbital gap is 3.37 eV.